{"formula": "C5H7Br", "method": "the ωB97M-V functional and the def2-TZVPD basis", "elements": ["C", "C", "C", "C", "C", "Br", "H", "H", "H", "H", "H", "H", "H"], "coordinates": [[-0.062000, 1.991495, 0.088129], [-1.202746, -2.049793, -0.000690], [0.506182, 0.828248, -0.080552], [-1.314459, -0.753356, 0.222211], [1.824853, 0.190888, -0.058714], [-2.988229, 0.106661, -0.035253], [0.339841, 3.036667, 0.056872], [-1.201560, 2.023701, 0.391940], [-2.025012, -2.765857, -0.194797], [-0.317572, -2.689239, 0.057970], [1.747819, -0.961958, 0.185239], [2.183168, 0.343294, -1.133512], [2.509716, 0.699249, 0.501156]], "forces_ev_per_a": [[-2.454, 0.818, 0.730], [-0.213, -1.385, 0.203], [-2.662, -1.034, 1.962], [1.970, 1.276, -1.355], [-1.619, -3.053, -3.650], [0.376, 0.084, 0.273], [0.255, -1.285, -0.153], [2.173, -0.217, -0.942], [-0.117, 0.986, 0.177], [0.469, 0.978, 0.067], [0.336, 2.484, -0.511], [-0.136, -0.817, 1.154], [1.623, 1.166, 2.044]], "homo_energy_ev": [-8.86, -8.86], "relative_energy_ev": 4.3892, "max_force_ev_per_a": 5.027, "gap_ev": [8.7, 8.7]}

=====

{"formula": "C5H7Br", "method": "the ωB97M-V functional and the def2-TZVPD basis", "elements": ["C", "C", "C", "C", "C", "Br", "H", "H", "H", "H", "H", "H", "H"], "coordinates": [[0.131508, 2.061164, 0.495163], [-0.513239, -1.919520, 0.898487], [-0.257386, 1.248742, -0.461186], [-0.435842, -1.580612, -0.413525], [0.461999, 0.121655, -0.954342], [2.180711, -0.221464, -0.012096], [-0.450474, 2.912623, 0.861844], [1.110928, 1.811929, 0.955953], [-0.842381, -2.827527, 1.288717], [-0.051502, -1.443482, 1.727124], [-1.156675, 1.543269, -1.128390], [-0.920745, -1.952923, -1.210210], [0.743102, 0.246145, -2.047533]], "forces_ev_per_a": [[0.780, 0.199, 1.196], [1.047, 1.197, -2.882], [-2.353, 1.882, -1.400], [2.250, 4.277, 3.683], [0.543, -4.328, 0.307], [-0.114, 0.269, -0.529], [0.308, -0.316, -0.356], [-0.959, 0.532, 0.039], [-1.297, -1.711, -0.270], [0.692, 1.290, 0.106], [1.206, -0.727, 1.333], [-1.430, -1.692, -2.544], [-0.672, -0.870, 1.317]], "homo_energy_ev": -9.34, "relative_energy_ev": 2.6819, "max_force_ev_per_a": 6.076, "gap_ev": 10.2}

=====

{"formula": "C5H7Br2F", "method": "the ωB97M-V functional and the def2-TZVPD basis", "elements": ["F", "C", "Br", "C", "Br", "C", "C", "C", "H", "H", "H", "H", "H", "H", "H"], "coordinates": [[-1.563270, 1.230063, 1.793784], [-0.265294, 0.864803, 1.844501], [0.608610, 2.380397, 1.137913], [0.162411, -0.419142, 0.930927], [-0.561148, -2.119012, 1.853123], [-0.339321, -0.213372, -0.435951], [0.368867, 0.443254, -1.642342], [0.088894, -1.059007, -1.610965], [0.050500, 0.736570, 2.855679], [1.215673, -0.399516, 1.000982], [-1.342568, 0.010488, -0.422218], [1.277226, 0.609557, -1.303899], [-0.015921, 1.135976, -2.404371], [-0.561551, -1.550678, -2.212912], [0.876892, -1.650380, -1.384251]], "forces_ev_per_a": [[-0.837, -0.962, 0.126], [0.470, -1.632, -1.310], [1.167, 1.024, -0.266], [-1.661, 1.973, 1.717], [0.635, 1.421, -0.887], [-0.329, -0.658, -1.940], [-3.062, -2.240, -0.246], [0.064, 3.326, 1.493], [0.058, -0.165, 0.700], [1.221, -0.635, 0.211], [-2.363, 0.261, 0.011], [4.602, 1.230, 0.650], [-0.354, -0.413, 0.902], [-2.281, -0.843, -1.699], [2.668, -1.685, 0.536]], "homo_energy_ev": -10.29, "relative_energy_ev": 0.0000, "max_force_ev_per_a": 4.808, "gap_ev": 10.7}